The following is a quantum chemistry calculation of a structure of composition C23H76GaN2O16S2 in a non-equilibrium geometry, from OMol25.

CARTESIAN COORDINATES (ANGSTROEM)
S  1.204  -0.260  4.371
C  1.586  -0.233  2.715
S  0.720  -1.459  1.531
C  -0.986  -0.631  1.288
C  -0.889  0.871  0.639
C  -1.939  1.831  1.473
Ga  -0.953  3.272  2.603
N  2.561  0.726  2.038
C  2.615  2.217  2.289
C  3.805  2.615  1.228
N  4.401  1.426  0.468
C  3.592  0.268  1.019
H  -1.440  -0.577  2.390
H  -1.584  -1.338  0.574
H  0.167  1.372  0.688
H  -1.278  0.820  -0.478
H  -2.674  1.208  2.177
H  -2.668  2.428  0.741
H  -1.904  4.592  2.696
H  -0.560  2.681  4.042
H  0.340  3.746  1.762
H  1.969  2.867  3.017
H  4.159  3.732  1.067
H  3.760  -0.850  0.679
C  -2.182  0.178  6.951
O  -1.929  0.607  5.626
H  -3.247  0.294  7.165
H  -1.904  -0.873  7.055
H  -1.604  0.789  7.649
H  -0.976  0.493  5.466
C  7.945  2.299  1.231
O  7.201  1.259  1.839
H  8.906  2.395  1.742
H  8.117  2.057  0.179
H  7.395  3.239  1.315
H  6.354  1.198  1.365
C  3.382  0.341  -2.259
O  3.058  0.455  -3.632
H  2.459  0.269  -1.680
H  3.981  -0.559  -2.098
H  3.941  1.225  -1.941
H  3.897  0.517  -4.120
C  5.034  6.403  -0.905
O  5.338  5.788  0.333
H  3.964  6.623  -0.939
H  5.598  7.334  -1.000
H  5.290  5.724  -1.723
H  6.293  5.605  0.334
C  3.745  1.558  6.952
O  3.001  0.518  7.561
H  4.706  1.653  7.464
H  3.917  1.316  5.900
H  3.195  2.498  7.036
H  2.154  0.457  7.086
C  -0.966  3.390  -2.989
O  -0.662  2.776  -1.750
H  -2.036  3.611  -3.023
H  -0.402  4.321  -3.083
H  -0.710  2.712  -3.806
H  0.293  2.592  -1.749
C  2.154  -4.428  -1.098
O  1.591  -3.283  -1.712
H  2.749  -4.971  -1.836
H  2.798  -4.119  -0.271
H  1.355  -5.075  -0.730
H  1.070  -2.822  -1.033
C  -1.718  -5.744  -1.704
O  -2.001  -5.986  -0.338
H  -2.588  -5.273  -2.168
H  -0.858  -5.075  -1.785
H  -1.506  -6.690  -2.207
H  -1.212  -6.404  0.048
C  0.082  0.256  -6.129
O  -0.201  0.014  -4.763
H  -0.788  0.727  -6.593
H  0.942  0.925  -6.210
H  0.294  -0.690  -6.632
H  0.588  -0.404  -4.377
C  -5.006  2.398  -4.369
O  -3.609  2.604  -4.266
H  -5.524  3.296  -4.025
H  -5.271  2.205  -5.412
H  -5.297  1.550  -3.745
H  -3.176  1.791  -4.579
C  -5.482  -4.121  0.040
O  -4.085  -3.916  0.143
H  -6.000  -3.223  0.384
H  -5.747  -4.315  -1.003
H  -5.774  -4.969  0.664
H  -3.653  -4.729  -0.169
C  -7.466  4.729  -1.520
O  -6.246  4.761  -2.237
H  -8.278  5.029  -2.186
H  -7.651  3.715  -1.158
H  -7.414  5.424  -0.678
H  -5.545  4.491  -1.620
C  -5.616  0.359  3.414
O  -5.407  0.028  2.053
H  -6.265  1.236  3.470
H  -6.095  -0.479  3.925
H  -4.657  0.588  3.885
H  -4.828  -0.753  2.035
C  1.290  -8.322  1.278
O  1.701  -7.461  0.233
H  0.957  -7.718  2.126
H  0.463  -8.947  0.933
H  2.130  -8.948  1.587
H  1.990  -8.024  -0.505
C  -5.549  -6.302  -3.653
O  -5.832  -6.545  -2.287
H  -6.419  -5.831  -4.117
H  -4.689  -5.633  -3.734
H  -5.337  -7.248  -4.156
H  -5.043  -6.962  -1.901
C  6.451  2.783  -1.950
O  6.127  2.897  -3.324
H  5.527  2.712  -1.372
H  7.050  1.883  -1.790
H  7.010  3.667  -1.633
H  6.965  2.959  -3.812

## Properties
charge = -1
multiplicity = 1
LUMO energy = 1.00 eV
E_HOMO = -4.640 eV
maximum force = 8.04 eV/A
electronic energy = -4955.85583 hartree
orbital gap = 5.636 eV


The following is a quantum chemistry calculation of a cluster of 17 separate species, C23H79BrO18 in total, from OMol25.

CARTESIAN COORDINATES (ANGSTROEM)
C  -3.732  -0.168  -2.901
C  -3.096  -0.699  -1.607
C  -1.918  0.118  -1.116
Br  -0.393  -0.131  -2.327
C  -1.507  -0.282  0.279
O  -0.436  0.503  0.730
C  0.472  -0.139  1.605
C  1.811  0.558  1.443
O  2.813  -0.044  2.240
C  3.265  -1.301  1.774
H  -3.125  0.631  -3.330
H  -3.833  -0.952  -3.649
H  -4.724  0.240  -2.714
H  -2.752  -1.723  -1.755
H  -3.843  -0.712  -0.810
H  -2.126  1.186  -1.144
H  -1.255  -1.349  0.302
H  -2.383  -0.126  0.925
H  0.128  -0.047  2.640
H  0.547  -1.205  1.365
H  2.093  0.583  0.384
H  1.723  1.593  1.777
H  2.811  -2.117  2.341
H  4.345  -1.348  1.927
H  3.052  -1.431  0.709
C  -6.527  0.207  -5.423
O  -6.829  -0.021  -4.058
H  -5.737  0.954  -5.453
H  -6.165  -0.698  -5.921
H  -7.389  0.589  -5.977
H  -7.530  -0.680  -4.010
C  7.506  -0.669  1.055
O  6.517  -0.039  0.257
H  8.432  -0.642  0.485
H  7.667  -0.146  2.002
H  7.262  -1.715  1.266
H  5.691  -0.041  0.751
C  -0.489  -2.424  5.236
O  -0.874  -2.197  3.880
H  0.597  -2.358  5.263
H  -0.906  -1.673  5.910
H  -0.797  -3.412  5.583
H  -1.832  -2.262  3.836
C  -0.908  -4.187  8.529
O  -1.965  -3.501  7.860
H  -0.028  -4.089  7.897
H  -0.686  -3.731  9.498
H  -1.125  -5.246  8.678
H  -2.755  -3.570  8.402
C  4.513  2.789  2.038
O  4.097  2.574  3.382
H  5.295  3.545  2.062
H  4.922  1.880  1.588
H  3.699  3.162  1.412
H  3.409  1.899  3.366
C  2.412  -0.651  -5.247
O  2.794  -0.397  -3.896
H  3.302  -0.998  -5.765
H  1.645  -1.424  -5.312
H  2.046  0.250  -5.742
H  2.010  -0.105  -3.417
C  2.239  -1.472  -9.481
O  1.832  -0.754  -8.326
H  2.017  -2.520  -9.292
H  1.691  -1.158  -10.374
H  3.311  -1.373  -9.669
H  2.015  0.179  -8.467
C  1.900  5.296  -0.406
O  3.316  5.290  -0.363
H  1.602  4.484  -1.066
H  1.456  5.123  0.580
H  1.506  6.235  -0.806
H  3.611  6.009  0.207
C  -5.306  -1.928  2.210
O  -5.511  -1.457  0.887
H  -4.283  -1.667  2.477
H  -5.982  -1.453  2.925
H  -5.418  -3.013  2.282
H  -6.409  -1.673  0.618
C  6.565  6.764  -0.073
O  5.506  7.719  0.007
H  6.148  5.867  -0.526
H  7.385  7.128  -0.695
H  6.954  6.512  0.915
H  5.855  8.513  0.421
C  -10.792  -0.989  -3.547
O  -9.718  -1.870  -3.870
H  -10.356  -0.006  -3.389
H  -11.523  -0.940  -4.355
H  -11.300  -1.299  -2.629
H  -10.085  -2.747  -4.017
C  -14.192  -2.266  -6.421
O  -13.693  -2.010  -5.114
H  -13.410  -2.801  -6.955
H  -15.089  -2.890  -6.401
H  -14.412  -1.342  -6.962
H  -14.367  -1.537  -4.619
C  4.601  2.433  -4.669
O  4.317  2.096  -3.328
H  5.253  3.305  -4.651
H  5.118  1.624  -5.197
H  3.698  2.695  -5.232
H  3.741  1.320  -3.342
C  2.291  0.486  5.383
O  1.980  1.186  6.580
H  1.922  -0.530  5.505
H  1.797  0.930  4.514
H  3.368  0.448  5.200
H  2.311  2.085  6.491
C  9.870  4.787  -1.001
O  9.643  5.573  0.161
H  9.449  3.805  -0.802
H  9.372  5.203  -1.881
H  10.936  4.673  -1.217
H  10.007  6.450  0.012
C  0.021  -7.970  10.479
O  -1.095  -7.321  9.883
H  0.862  -7.824  9.805
H  0.274  -7.538  11.450
H  -0.147  -9.043  10.598
H  -1.858  -7.440  10.456

## Properties
charge = 0
multiplicity = 1
LUMO energy = 0.51 eV
E_HOMO = -9.308 eV
maximum force = 0.29 eV/A
electronic energy = -4851.69634 hartree
orbital gap = 9.814 eV


The following is a quantum chemistry calculation of a cluster of 17 separate species, C23H80N2O17 in total in a non-equilibrium geometry, from OMol25.

CARTESIAN COORDINATES (ANGSTROEM)
C  -18.150  -19.705  -0.072
C  -17.970  -21.244  -0.162
O  -18.199  -21.887  1.048
H  -17.940  -19.292  -1.031
H  -17.443  -19.265  0.676
H  -19.138  -19.469  0.311
H  -16.911  -21.368  -0.380
H  -18.485  -21.698  -1.015
H  -18.243  -22.847  1.066
C  -17.212  -25.759  4.564
C  -17.637  -24.266  4.360
O  -16.506  -23.448  4.054
H  -18.018  -26.353  4.926
H  -16.426  -25.819  5.341
H  -16.792  -26.189  3.620
H  -18.034  -24.016  5.390
H  -18.447  -24.197  3.645
H  -16.613  -23.027  3.198
C  -13.862  -20.743  -0.445
C  -14.524  -19.460  0.078
O  -13.543  -18.472  0.266
H  -13.190  -21.242  0.279
H  -13.370  -20.570  -1.355
H  -14.598  -21.486  -0.730
H  -14.973  -19.760  1.033
H  -15.291  -19.022  -0.602
H  -13.901  -17.657  0.633
C  -19.105  -19.533  5.312
C  -19.127  -20.583  4.304
O  -18.347  -20.215  3.195
H  -19.437  -18.558  4.973
H  -18.031  -19.434  5.565
H  -19.679  -19.754  6.236
H  -20.160  -20.623  3.876
H  -18.905  -21.609  4.620
H  -18.576  -20.758  2.439
C  -20.983  -24.031  -0.213
C  -20.158  -24.380  -1.416
O  -20.877  -24.121  -2.626
H  -20.404  -23.935  0.734
H  -21.770  -24.712  0.042
H  -21.352  -23.057  -0.370
H  -19.803  -25.448  -1.310
H  -19.241  -23.859  -1.315
H  -20.292  -24.258  -3.370
C  -21.266  -20.155  -2.395
C  -20.285  -20.990  -3.094
O  -19.241  -20.190  -3.476
H  -21.908  -20.827  -1.872
H  -21.864  -19.578  -3.128
H  -20.705  -19.560  -1.769
H  -20.758  -21.443  -3.947
H  -19.875  -21.782  -2.419
H  -18.456  -20.666  -3.382
C  -14.938  -20.703  3.147
O  -15.365  -21.753  2.335
N  -13.672  -20.580  3.401
N  -15.726  -19.874  3.716
H  -13.015  -21.231  2.960
H  -13.210  -19.799  3.884
H  -16.718  -19.861  3.454
H  -15.363  -18.984  4.080
C  -15.301  -20.426  -3.837
O  -16.359  -20.590  -2.934
H  -15.293  -21.146  -4.702
H  -14.337  -20.564  -3.374
H  -15.257  -19.410  -4.285
H  -16.132  -21.321  -2.409
C  -15.072  -24.974  1.396
O  -15.755  -23.940  0.682
H  -15.564  -25.937  1.505
H  -15.063  -24.553  2.376
H  -14.040  -25.016  1.086
H  -15.403  -23.071  0.977
C  -19.726  -16.929  -2.316
O  -18.790  -17.520  -3.193
H  -20.736  -17.274  -2.473
H  -19.673  -15.856  -2.383
H  -19.467  -17.190  -1.314
H  -18.907  -18.458  -3.262
C  -22.179  -17.842  -0.129
O  -22.863  -17.775  1.124
H  -22.171  -16.941  -0.779
H  -22.673  -18.538  -0.803
H  -21.135  -18.130  0.021
H  -23.672  -18.290  1.097
C  -14.925  -23.595  -3.306
O  -15.676  -23.372  -2.134
H  -15.533  -23.371  -4.133
H  -14.507  -24.599  -3.412
H  -14.016  -23.065  -3.372
H  -15.091  -23.517  -1.364
C  -19.807  -17.522  2.312
O  -20.684  -16.384  2.330
H  -19.250  -17.422  1.373
H  -20.431  -18.402  2.175
H  -19.113  -17.541  3.174
H  -21.505  -16.600  1.957
C  -21.615  -20.766  1.328
O  -22.193  -22.045  1.782
H  -20.534  -20.783  1.420
H  -21.966  -20.007  2.028
H  -21.929  -20.610  0.315
H  -23.160  -22.054  1.606
C  -15.846  -16.750  1.432
O  -14.638  -16.648  2.037
H  -16.198  -17.761  1.732
H  -15.898  -16.713  0.347
H  -16.692  -16.251  1.915
H  -14.716  -16.933  2.943
C  -18.462  -26.148  1.397
O  -18.176  -24.782  1.284
H  -18.868  -26.315  2.350
H  -17.643  -26.817  1.129
H  -19.252  -26.456  0.706
H  -17.273  -24.659  0.935
C  -15.761  -17.353  -2.613
O  -15.240  -16.634  -3.664
H  -16.222  -16.795  -1.761
H  -15.009  -17.952  -2.128
H  -16.518  -18.044  -2.834
H  -15.231  -17.150  -4.476

## Properties
charge = 0
multiplicity = 1
LUMO energy = 0.09 eV
E_HOMO = -9.468 eV
maximum force = 7.90 eV/A
electronic energy = -2312.59180 hartree
orbital gap = 9.553 eV


The following is a quantum chemistry calculation of a cluster of 15 separate species, C23H80O27P4 in total in a non-equilibrium geometry, from OMol25.

CARTESIAN COORDINATES (ANGSTROEM)
C  3.892  -2.145  4.805
O  2.882  -2.994  5.177
H  3.731  -1.070  4.879
H  4.814  -2.496  5.269
H  3.959  -2.483  3.771
H  2.917  -3.800  4.657
C  2.837  -1.790  -5.351
O  3.269  -1.316  -4.073
H  3.627  -1.774  -6.102
H  2.484  -2.821  -5.367
H  2.182  -1.063  -5.831
H  2.542  -1.570  -3.499
C  2.901  1.662  -3.479
O  2.937  3.072  -3.176
H  3.880  1.185  -3.449
H  2.133  1.091  -2.956
H  2.617  1.341  -4.481
H  2.190  3.520  -3.579
C  -1.662  -4.986  -3.260
O  -1.662  -3.556  -3.118
H  -0.698  -5.480  -3.381
H  -2.069  -5.360  -2.321
H  -2.349  -5.273  -4.056
H  -2.555  -3.210  -3.190
C  1.698  5.549  -1.398
O  0.339  5.275  -1.618
H  2.130  6.322  -2.034
H  1.925  5.867  -0.380
H  2.274  4.636  -1.543
H  0.306  5.072  -2.555
C  -5.019  -1.826  -1.694
O  -4.748  -2.289  -2.993
H  -4.232  -2.052  -0.975
H  -5.377  -0.799  -1.615
H  -5.949  -2.210  -1.274
H  -4.585  -1.500  -3.515
C  -4.550  0.879  -4.206
O  -3.337  0.130  -4.082
H  -5.243  0.615  -5.004
H  -5.132  0.822  -3.286
H  -4.320  1.936  -4.340
H  -2.758  0.276  -4.834
C  -0.877  1.808  3.698
O  0.350  2.542  3.379
H  -0.634  1.127  4.513
H  -1.530  2.604  4.055
H  -1.416  1.340  2.874
H  0.186  3.365  2.914
C  1.404  -5.639  4.973
O  1.942  -5.086  3.782
H  0.572  -6.303  4.739
H  2.153  -6.149  5.579
H  1.049  -4.801  5.573
H  2.403  -5.797  3.331
C  3.419  -4.619  -1.292
O  3.578  -5.930  -1.823
H  2.360  -4.433  -1.111
H  3.876  -4.454  -0.317
H  3.958  -4.015  -2.022
H  2.888  -6.560  -1.601
C  6.087  -0.820  -2.802
O  5.074  -1.206  -1.898
H  6.382  0.229  -2.781
H  6.965  -1.356  -2.442
H  5.772  -1.224  -3.764
H  4.282  -1.374  -2.414
C  -3.650  0.389  6.566
O  -3.760  -1.008  6.026
P  -2.917  -1.488  4.701
O  -2.977  -0.603  3.462
O  -3.545  -2.963  4.478
C  -4.907  -3.274  4.449
O  -1.435  -1.789  5.333
C  -0.441  -2.229  4.481
H  -2.657  0.836  6.506
H  -3.925  0.418  7.620
H  -4.416  1.066  6.188
H  -5.409  -2.533  5.071
H  -5.076  -4.263  4.873
H  -5.277  -3.250  3.424
H  -0.630  -2.216  3.408
H  -0.095  -3.232  4.732
H  0.486  -1.662  4.564
C  -4.356  2.040  -0.579
O  -5.724  1.895  -0.560
P  -6.761  2.963  -1.233
O  -7.382  3.980  -0.234
O  -5.851  3.636  -2.415
C  -6.377  4.594  -3.289
O  -7.836  2.057  -2.103
C  -8.813  1.286  -1.393
H  -4.088  1.352  -1.380
H  -4.004  1.485  0.290
H  -3.967  3.057  -0.642
H  -7.420  4.823  -3.069
H  -6.169  4.372  -4.336
H  -5.871  5.503  -2.965
H  -8.493  0.248  -1.487
H  -9.751  1.476  -1.914
H  -8.881  1.491  -0.325
C  1.404  1.584  0.543
O  1.948  0.449  -0.143
P  1.034  -0.769  -0.703
O  1.732  -1.376  -1.847
O  0.941  -1.769  0.576
C  2.071  -2.008  1.363
O  -0.458  -0.190  -1.049
C  -1.644  -1.001  -0.945
H  2.209  1.872  1.219
H  0.497  1.317  1.085
H  1.327  2.425  -0.146
H  1.926  -2.574  2.283
H  2.519  -1.119  1.806
H  2.779  -2.631  0.817
H  -2.188  -1.199  -1.869
H  -2.382  -0.569  -0.269
H  -1.453  -2.023  -0.618
C  4.709  5.921  1.696
O  5.225  5.333  0.532
P  5.848  3.766  0.664
O  6.670  3.619  1.894
O  4.670  2.649  0.523
C  5.096  1.332  0.534
O  6.647  3.584  -0.717
C  6.009  3.795  -1.940
H  5.308  6.804  1.917
H  4.754  5.268  2.567
H  3.690  6.176  1.404
H  4.502  0.683  -0.110
H  4.977  0.940  1.544
H  6.129  1.106  0.269
H  4.935  3.913  -1.800
H  6.042  2.922  -2.592
H  6.431  4.677  -2.422

## Properties
charge = 0
energy relative to the best compared isomer or geometry (same formula, charge and spin) = 321.59 kJ/mol
multiplicity = 1
LUMO energy = 0.06 eV
E_HOMO = -9.483 eV
maximum force = 4.92 eV/A
electronic energy = -4321.22502 hartree
orbital gap = 9.544 eV